Here is C24H24N2O5 in the gas phase from OMol25. Energies are from ωB97M-V/def2-TZVPD.

Structure (XYZ):
```
55
C24H24N2O5 ωB97M-V/def2-TZVPD
C -1.67152 0.60643 -2.30518
O -1.00633 1.84252 -2.15382
C -1.56197 2.94364 -2.71221
C -2.65446 2.94450 -3.57448
C -3.12322 4.12786 -4.11847
C -2.51774 5.33382 -3.81963
C -1.43652 5.35617 -2.95500
C -0.96783 4.17866 -2.40701
O 0.14852 4.23154 -1.56620
C 0.04587 3.71831 -0.34130
O -0.95543 3.28219 0.15695
C 1.39113 3.76243 0.37939
N 1.43960 2.73959 1.39045
C 1.01472 2.98905 2.65314
O 0.84591 4.10585 3.08455
C 0.82249 1.74636 3.52966
C 1.02548 0.44809 2.83935
C 2.14017 -0.37450 2.87345
C 1.86991 -1.47424 2.06543
C 0.59140 -1.30345 1.53907
C -0.06805 -2.14080 0.55734
O -0.95915 -1.74543 -0.18845
C 0.43208 -3.53603 0.46026
C 0.76780 -4.28205 1.58676
C 1.18981 -5.59053 1.45172
C 1.29276 -6.18504 0.19894
C 1.74111 -7.60697 0.06123
C 0.93949 -5.44072 -0.92143
C 0.50271 -4.13793 -0.79338
N 0.10329 -0.10905 2.01636
C -1.21202 0.42848 1.78136
H -2.71200 0.67617 -1.97844
H -1.14940 -0.10277 -1.66517
H -1.63303 0.26105 -3.34288
H -3.14146 2.01738 -3.82998
H -3.97144 4.09956 -4.78569
H -2.88453 6.25306 -4.24778
H -0.94689 6.28085 -2.69282
H 1.47312 4.72949 0.88752
H 2.20803 3.65112 -0.33510
H 1.45925 1.78358 1.06798
H 1.52607 1.83181 4.36040
H -0.18472 1.82250 3.94713
H 3.03918 -0.18699 3.42635
H 2.53320 -2.28786 1.84930
H 0.67584 -3.84395 2.56951
H 1.44310 -6.16270 2.33302
H 2.26435 -7.75987 -0.87986
H 0.87573 -8.27056 0.07585
H 2.39583 -7.89027 0.88201
H 1.00523 -5.89075 -1.90171
H 0.21974 -3.56254 -1.66245
H -1.74501 -0.22700 1.09790
H -1.15482 1.42322 1.33531
H -1.76534 0.49669 2.72075
```

Results
SMILES = COc1ccccc1OC(=O)CNC(=O)Cc1ccc(C(=O)c2ccc(C)cc2)n1C
energy relative to the best compared isomer or geometry (same formula, charge and spin) = 0.753 eV
charge = 0

***

Here is 13 unconnected molecules or ions with the total composition C46H114N23O5P5 from OMol25. Energies are from ωB97M-V/def2-TZVPD.

Structure (XYZ):
```
193
C46H114N23O5P5 ωB97M-V/def2-TZVPD
O 4.90765 4.38960 0.83187
P 5.14407 4.76057 -0.57265
N 3.95478 4.04820 -1.48856
C 3.84700 4.21048 -2.92493
C 3.04393 3.11829 -0.87999
N 6.64791 4.29076 -1.11257
C 7.05940 4.49678 -2.49618
C 7.12412 3.04336 -0.51940
N 5.11299 6.35392 -0.99956
C 6.25635 7.24395 -0.90127
C 3.84731 7.00899 -1.13203
H 4.20484 5.21073 -3.16149
H 2.76823 4.21113 -3.11182
H 4.24562 3.43220 -3.58273
H 2.55225 2.56273 -1.68014
H 2.19738 3.60937 -0.37499
H 3.53301 2.46320 -0.16601
H 6.99360 3.53840 -3.03017
H 6.40004 5.18647 -3.00782
H 8.10521 4.80738 -2.48532
H 6.90578 3.02454 0.54119
H 6.63646 2.15855 -0.96705
H 8.18141 2.95072 -0.77765
H 6.16834 7.89585 -0.02602
H 7.18704 6.68906 -0.86697
H 6.27320 7.89476 -1.78275
H 3.97275 7.91715 -1.73216
H 3.37821 7.27830 -0.18098
H 3.12447 6.43344 -1.71519
O -3.31811 2.52908 0.89484
P -3.27195 2.39878 2.36404
N -4.03019 1.00460 2.81707
C -4.67524 0.19577 1.80092
C -4.32673 0.71921 4.20159
N -4.14103 3.64777 3.03940
C -4.17162 4.00717 4.44149
C -5.22832 4.22855 2.28382
N -1.91614 2.46830 3.28925
C -1.18519 3.72000 3.29850
C -1.05645 1.25477 3.37165
H -5.56485 0.65305 1.35115
H -5.03820 -0.71325 2.28352
H -3.96569 -0.01303 1.00446
H -3.54803 1.13570 4.84154
H -4.43738 -0.35710 4.33410
H -5.26815 1.18545 4.53141
H -5.11939 3.75302 4.92901
H -3.35959 3.53886 4.99488
H -4.01430 5.09036 4.53976
H -5.13114 4.06437 1.21280
H -6.19861 3.87321 2.64697
H -5.19470 5.32491 2.36366
H -0.46339 3.77271 4.11110
H -0.66623 3.86875 2.34093
H -1.84768 4.58019 3.39579
H -1.18262 0.76600 2.40996
H -1.49822 0.58050 4.10287
H -0.02273 1.53512 3.52291
O 1.55948 -2.66140 1.03357
P 0.38544 -2.71876 0.14395
N -1.03400 -3.13876 0.84671
C -1.15670 -3.41429 2.27260
C -2.24561 -3.18855 0.02537
N 0.61520 -3.74573 -1.11542
C 1.75164 -4.65363 -1.11486
C -0.07676 -3.61638 -2.36492
N 0.00815 -1.25975 -0.56406
C -0.74634 -0.27675 0.21204
C 1.06501 -0.63490 -1.37488
H -0.99873 -2.49601 2.86407
H -0.43137 -4.12345 2.66910
H -2.14870 -3.76548 2.55383
H -2.15185 -2.50251 -0.81520
H -3.08785 -2.84034 0.62579
H -2.42250 -4.19584 -0.35658
H 1.57604 -5.53698 -1.72241
H 2.62277 -4.13152 -1.53793
H 2.13515 -4.88338 -0.12030
H -0.56045 -4.56854 -2.60009
H -0.77541 -2.79742 -2.28918
H 0.59581 -3.38651 -3.20629
H -0.04703 0.07423 0.98304
H -1.30318 0.46376 -0.34525
H -1.43655 -0.84077 0.85280
H 1.34003 -1.32149 -2.17881
H 1.91263 -0.35663 -0.73842
H 0.68504 0.26715 -1.84989
O -0.46438 -4.62558 5.20201
P -0.04734 -3.43566 5.96094
N -1.28000 -2.54343 6.58866
C -2.17011 -1.81695 5.68640
C -1.99696 -3.13687 7.68242
N 0.93136 -2.40860 5.10691
C 1.89421 -2.99489 4.19329
C 1.11329 -1.01667 5.47776
N 0.80759 -3.82983 7.33914
C 1.58516 -5.06763 7.34592
C 1.24823 -2.84869 8.29670
H -2.85961 -2.52499 5.21963
H -1.55769 -1.34627 4.91302
H -2.67757 -1.00954 6.21202
H -3.02417 -3.37816 7.36134
H -2.09713 -2.49045 8.55359
H -1.63728 -4.13925 7.91267
H 2.08850 -2.33961 3.34053
H 2.84296 -3.23506 4.69312
H 1.48528 -3.88715 3.72093
H 1.60372 -0.53276 4.63165
H 0.16322 -0.49397 5.62132
H 1.67253 -0.87612 6.40588
H 2.64515 -4.77807 7.29647
H 1.38348 -5.59479 8.27661
H 1.39110 -5.62670 6.43676
H 1.24433 -3.26452 9.31798
H 0.58870 -1.98361 8.35732
H 2.28534 -2.50474 8.14122
O -1.87612 3.02896 -5.59975
P -1.97592 4.37729 -5.02575
N -3.40949 4.61501 -4.25940
C -4.61071 4.51094 -5.06850
C -3.58544 5.01222 -2.86252
N -1.88733 5.56694 -6.17780
C -0.86042 5.42956 -7.19386
C -2.51896 6.85812 -6.05498
N -0.78001 4.67483 -3.90912
C 0.25073 3.68317 -3.72314
C -0.45375 6.00212 -3.45597
H -4.67570 5.28402 -5.84228
H -5.50415 4.61030 -4.45545
H -4.65568 3.54262 -5.57391
H -4.58280 4.73264 -2.53361
H -3.46478 6.09520 -2.73163
H -2.86334 4.52314 -2.20693
H -0.41240 6.40328 -7.40321
H -0.04792 4.76896 -6.88388
H -1.27356 4.99954 -8.11030
H -1.78605 7.65607 -5.87992
H -3.07014 7.08228 -6.97416
H -3.21571 6.89903 -5.22150
H -0.00937 2.70790 -4.11109
H 1.16164 4.00267 -4.25340
H 0.57796 3.60468 -2.67977
H -1.37586 6.57185 -3.32136
H 0.19902 6.57897 -4.12943
H 0.05864 5.98884 -2.48990
C 4.80380 -4.79801 1.55259
C 6.16079 -4.37778 1.25797
N 7.21680 -4.01655 1.02914
H 4.58321 -5.76715 1.10657
H 4.10210 -4.12647 1.03896
H 4.51691 -4.77867 2.59891
C 3.48422 -7.83635 -1.32059
C 2.27559 -8.39397 -0.72152
N 1.32422 -8.77676 -0.21668
H 3.26350 -7.20474 -2.17569
H 4.21069 -8.62610 -1.48621
H 3.90194 -7.19733 -0.53916
C -5.09588 -4.64812 -0.59261
C -4.94087 -5.64673 0.47552
N -4.83879 -6.48046 1.26492
H -4.26796 -4.80517 -1.28112
H -5.02050 -3.65782 -0.15537
H -6.06129 -4.83795 -1.05375
C 4.66314 -2.38277 -2.69588
C 4.94747 -3.72590 -2.22112
N 5.20015 -4.77343 -1.85956
H 4.70437 -2.38987 -3.78240
H 5.36933 -1.69375 -2.23689
H 3.66523 -2.07106 -2.38704
C -0.13837 -6.80823 -4.45388
C 1.20135 -6.27402 -4.37171
N 2.27199 -5.83807 -4.33353
H -0.88333 -6.07608 -4.14417
H -0.25495 -7.58543 -3.69100
H -0.38411 -7.20164 -5.43303
C -1.25328 -7.07682 1.24428
C -1.57632 -6.91515 -0.16481
N -1.83116 -6.78389 -1.26725
H -1.47008 -8.12607 1.46694
H -1.88504 -6.45327 1.86982
H -0.19227 -6.97197 1.45198
C -4.10284 1.67110 -1.93610
C -4.86186 0.43365 -1.94025
N -5.44789 -0.55817 -1.96366
H -4.12733 2.09822 -2.94423
H -3.09767 1.49803 -1.58404
H -4.61149 2.43999 -1.35810
C -1.91640 0.04045 -6.29134
C -1.98402 -0.69899 -7.55811
N -2.04926 -1.26974 -8.55055
H -0.98575 0.59930 -6.36945
H -1.88898 -0.68765 -5.49323
H -2.77429 0.68564 -6.14769
```

Results
DFT total energy = -140510.1998 eV
charge = 0

***

Here is 4 unconnected molecules or ions with the total composition C16H35BClI2N3O3 from OMol25. Energies are from ωB97M-V/def2-TZVPD.

Structure (XYZ):
```
61
C16H35BClI2N3O3 ωB97M-V/def2-TZVPD
C 6.68250 -1.03306 3.65899
C 5.60953 -0.50992 4.63948
C 4.44705 0.27183 3.98104
C 4.94218 1.45512 3.14843
B 3.54370 -0.73214 3.18524
Cl 3.94878 -1.14209 1.49480
C 2.22780 -1.42552 3.73227
I 2.23608 -1.60779 5.87585
C 0.98970 -0.67907 3.14274
C -0.22716 -0.55738 4.04377
I 0.33670 -1.73979 1.36955
H 6.78547 -2.10965 3.76966
H 7.65330 -0.61644 3.91088
H 6.46299 -0.81412 2.62148
H 6.09375 0.15375 5.35314
H 5.19687 -1.34563 5.19786
H 3.83480 0.66819 4.79394
H 5.34584 1.15957 2.18389
H 4.11314 2.13476 2.95965
H 5.71872 2.00773 3.67522
H 2.20544 -2.44351 3.36332
H 1.25977 0.32714 2.83530
H -1.01649 -0.07291 3.47088
H -0.61031 -1.52877 4.33951
H -0.01201 0.06474 4.90618
C -3.52623 -1.32135 0.70208
N -4.42476 -1.27180 1.84084
C -5.78516 -0.80033 1.65142
C -4.03447 -1.64560 3.07106
O -4.73800 -1.61937 4.06511
H -3.42170 -0.32293 0.27745
H -3.92959 -1.99430 -0.06021
H -2.54848 -1.68440 1.01842
H -5.97101 0.07327 2.27635
H -6.49555 -1.57825 1.93584
H -5.92858 -0.53214 0.60820
H -2.98460 -1.98849 3.10006
C -3.00381 1.59962 -4.33288
N -3.91102 1.65276 -3.20212
C -5.27547 2.11206 -3.39457
C -3.52467 1.28793 -1.96860
O -4.24408 1.31021 -0.98373
H -2.88393 2.59571 -4.76343
H -3.40199 0.92649 -5.09692
H -2.02907 1.23977 -4.01345
H -5.46946 2.98799 -2.77489
H -5.98064 1.33168 -3.10628
H -5.42573 2.36758 -4.44027
H -2.47271 0.95808 -1.92520
C 1.81808 0.59398 -7.20341
N 1.11163 0.50255 -5.94095
C 0.69516 -0.80097 -5.45034
C 0.82763 1.58846 -5.19909
O 0.23902 1.56043 -4.13372
H 1.20054 0.19912 -8.01247
H 2.74775 0.02366 -7.15896
H 2.05586 1.63295 -7.42041
H -0.38811 -0.82958 -5.32845
H 1.15068 -1.00105 -4.48028
H 0.99889 -1.56757 -6.15821
H 1.18541 2.52883 -5.65104
```

Results
SMILES = CC[C@@H](C)B(Cl)[C@@H](I)[C@H](C)I.CN(C)C=O.CN(C)C=O.CN(C)C=O
DFT total energy = -57173.9473 eV
charge = 0

***

Here is a molecular structure, C34H26AsBaO2S6 from OMol25. Energies are from ωB97M-V/def2-TZVPD.

Structure (XYZ):
```
70
C34H26AsBaO2S6 ωB97M-V/def2-TZVPD
Ba 2.50309 3.21487 -2.84259
S -0.89448 0.40539 -5.51006
As 0.55715 1.64075 -4.57065
S 2.15550 0.42289 -3.55123
S -0.33720 2.87003 -2.91889
S 1.71267 3.07129 -5.77982
C 6.64258 -2.71052 -0.50042
C 5.48190 -1.75794 -0.47154
C 5.68021 -0.38802 -0.58377
C 4.61137 0.49651 -0.53779
C 3.33277 0.00015 -0.37959
C 3.10060 -1.36544 -0.26852
C 4.18027 -2.22894 -0.31372
S 1.93261 1.11145 -0.34950
O 2.56005 2.50715 -0.53219
C 1.51318 0.91480 1.36993
C 2.49519 0.72069 2.37127
C 2.11552 0.39891 3.63430
C 0.73817 0.21729 3.94859
C 0.32911 -0.17593 5.24383
C -0.99335 -0.36281 5.53186
C -1.96794 -0.16428 4.53424
C -1.59913 0.22316 3.27693
C -0.23724 0.42537 2.95168
C 0.16952 0.81174 1.63375
C -0.89494 1.21566 0.64910
C -1.52114 2.47852 0.91721
C -1.08846 3.32716 1.97036
C -1.70333 4.52254 2.20970
C -2.78995 4.94176 1.41440
C -3.22204 4.15241 0.39029
C -2.59958 2.91224 0.11393
C -3.01096 2.12315 -0.98035
C -2.36150 0.97251 -1.28320
C -1.32324 0.49780 -0.44818
S -0.44394 -0.96845 -0.98517
O 0.01521 -1.66839 0.26166
C -1.79863 -1.90556 -1.64556
C -2.61525 -2.65235 -0.81173
C -3.63596 -3.39902 -1.37441
C -3.84504 -3.40577 -2.75369
C -4.95979 -4.21400 -3.35558
C -3.00018 -2.65658 -3.56617
C -1.96447 -1.90850 -3.02615
H 7.43766 -2.34719 -1.15176
H 6.33603 -3.69347 -0.85778
H 7.06721 -2.84130 0.49791
H 6.68456 -0.00333 -0.72063
H 4.76715 1.56352 -0.62067
H 2.09376 -1.74169 -0.13675
H 4.00391 -3.29560 -0.23728
H 3.53988 0.81924 2.11300
H 2.85607 0.25058 4.41077
H 1.08701 -0.33213 6.00230
H -1.29506 -0.66757 6.52611
H -3.01356 -0.32259 4.76516
H -2.34746 0.37083 2.50983
H -0.24811 3.02929 2.58219
H -1.34651 5.15660 3.01155
H -3.26772 5.89328 1.61010
H -4.03999 4.46902 -0.24546
H -3.80001 2.48688 -1.62590
H -2.61950 0.43302 -2.18245
H -2.43055 -2.65298 0.25521
H -4.28251 -3.98877 -0.73426
H -5.49384 -4.78002 -2.59227
H -4.58159 -4.92071 -4.09623
H -5.68131 -3.57045 -3.86258
H -3.14329 -2.65662 -4.64041
H -1.30116 -1.32155 -3.66226
```

Results
energy relative to the best compared isomer or geometry (same formula, charge and spin) = 0.302 eV
charge = -1

***

| no. | F_max (eV Å⁻¹) |
| --- | --- |
| 1 | 0.9 |
| 2 | 2.5 |
| 3 | 0.7 |
| 4 | 1.9 |